19
Properties=species:S:1:pos:R:3:forces:R:3:mulliken_spin:R:1 method="wB97M-V/def2-TZVPD" e_tot_ev=-42480.259 gap_ha="0.3412 / 0.3950" multiplicity=7 e_lumo_ev="-14.35 / -13.00" total_charge=+3 s_squared=12.0745 homo_ev="-23.6333 / -23.7479" e_above_lowest_kcal_mol=29.99
Tb -0.2784 -0.1973 -1.4563 0.042 -0.261 1.339 6.092
O -0.7554 3.2699 -2.0701 0.789 -4.962 0.156 0.002
C -0.5766 2.1341 -2.0142 -1.029 6.696 -0.602 -0.006
C 2.0336 -1.0578 -1.9862 5.982 -2.060 -0.475 -0.002
O 3.1229 -1.4290 -2.0766 -5.002 1.699 0.338 0.001
C -2.0627 -1.8443 -1.9166 -4.854 -4.214 -0.895 0.016
O -2.9319 -2.5826 -2.0766 3.864 3.274 0.677 0.000
C -0.1586 -0.2248 -4.0820 0.076 -0.080 -4.843 -0.007
O -0.1305 -0.2405 -5.2262 -0.083 0.061 4.197 0.001
N 0.6119 -0.3879 3.0576 0.103 -0.649 0.255 0.000
C -0.0586 0.8442 2.5372 0.304 0.400 0.641 -0.006
C -0.2901 0.5112 1.1007 -0.287 -0.902 -1.506 -0.038
O -1.3776 0.5295 0.4309 1.340 0.336 0.725 -0.020
O 0.7750 0.0247 0.5315 -0.771 0.386 -0.395 -0.032
H -0.0318 -1.1928 3.0252 0.174 0.121 0.108 0.000
H 0.9463 -0.3518 4.0288 -0.007 0.423 0.033 0.000
H 1.4088 -0.5978 2.4377 -0.036 -0.066 0.367 0.000
H -0.8969 1.1201 3.1496 -0.687 -0.169 0.008 0.000
H 0.6505 1.6730 2.6056 0.084 -0.034 -0.126 0.000